1.
A structure of composition C40H46N3O8RbS, computed with ωB97M-V/def2-TZVPD.

Atoms and positions in Å:
Rb1 0.1982 -0.7529 -0.2163
S1 -1.2300 1.6782 2.6594
O1 0.9507 -7.3129 -5.5502
O2 -2.6903 -3.7192 -2.2729
O3 -1.4035 -2.2134 -1.4103
O4 -1.1651 -6.9226 -5.3067
O5 1.2033 -2.6200 -1.4632
O6 -0.5201 1.7604 1.3557
O7 3.6946 -3.5330 -1.6721
O8 4.1544 -4.5059 -3.5542
N1 -1.5828 -3.2321 -2.0651
N2 3.3630 -4.0791 -2.7147
N3 0.0160 -6.6571 -5.0896
C1 2.7410 3.9970 3.6123
C2 0.3407 3.4284 -1.3758
C3 0.7975 -0.3238 4.4895
C4 -0.4219 -3.9129 -2.6393
C5 3.1061 -1.8146 2.9714
C6 -3.9775 5.3943 0.0698
C7 -0.9806 3.3028 3.5149
C8 1.7944 5.1084 1.7092
C9 -4.4987 5.1974 1.3399
C10 -3.1693 4.4216 -0.5024
C11 1.6450 -5.3147 -3.8560
C12 1.0776 -3.1682 2.1169
C13 -0.9060 -0.5718 -4.3443
C14 2.9953 1.7698 -1.9959
C15 1.4850 3.5313 3.9647
C16 0.5382 4.6462 2.0654
C17 2.2031 -0.6478 -3.8613
C18 2.8982 4.7854 2.4825
C19 -3.3831 3.0590 1.4691
C20 -3.0110 1.8379 2.2438
C21 0.4270 2.1626 -2.1715
C22 1.8492 -4.2018 1.3565
C23 -2.0915 1.9127 -2.7808
C24 0.5961 -1.4145 3.4853
C25 -0.7142 -4.9131 -3.5359
C26 -1.9899 -1.6958 3.6387
C27 0.3734 3.8534 3.1939
C28 1.6419 -2.1052 2.8441
C29 -4.2003 4.0354 2.0337
C30 0.3180 -5.6147 -4.1467
C31 -0.3204 -3.1074 2.2682
C32 -1.3054 -4.0585 1.6537
C33 -0.1322 0.3853 -3.4912
C34 1.2590 0.3555 -3.2788
C35 -2.8749 3.2567 0.1859
C36 -0.6526 1.4936 -2.7934
C37 -0.6248 -2.0158 3.1081
C38 1.6074 1.4457 -2.4593
C39 1.9392 -4.3319 -2.9500
C40 0.9419 -3.5195 -2.2540
H1 -0.3163 4.8646 1.4401
H2 -2.6799 -2.5165 3.4414
H3 3.6009 3.7239 4.2092
H4 -1.7430 -5.1439 -3.7650
H5 2.7198 -4.5438 1.9232
H6 3.6265 -1.9149 2.0163
H7 -5.1334 5.9457 1.7911
H8 -2.1890 2.9736 -2.5329
H9 -2.2377 2.5091 -0.2637
H10 1.9126 5.6920 0.8070
H11 -0.9803 -4.3856 0.6637
H12 3.7086 1.8198 -2.8258
H13 -3.5599 1.7438 3.1813
H14 -4.2033 6.3005 -0.4743
H15 -0.6819 -0.4714 -5.4139
H16 -1.7572 3.9957 3.2010
H17 -2.4526 -0.7993 3.2102
H18 -2.7157 1.3659 -2.0647
H19 -0.7006 -1.6151 -4.0942
H20 2.6075 -0.3430 -4.8346
H21 -4.5987 3.8837 3.0303
H22 1.2364 -5.0837 1.1593
H23 2.2204 -3.8449 0.3954
H24 1.2679 4.0042 -1.4451
H25 1.5899 -0.5731 5.2039
H26 3.6179 -2.4842 3.6759
H27 3.3975 1.0322 -1.2913
H28 -2.5626 1.7780 -3.7582
H29 3.0560 -0.8320 -3.2065
H30 0.1492 3.2661 -0.3121
H31 3.2812 -0.7941 3.3211
H32 -1.9849 -1.5447 4.7248
H33 -2.2865 -3.5990 1.5172
H34 2.4458 -5.8525 -4.3450
H35 -3.1824 0.9297 1.6616
H36 -0.1117 -0.1435 5.0702
H37 3.8821 5.1281 2.1933
H38 1.3682 2.8958 4.8306
H39 -1.9814 -0.4278 -4.2280
H40 3.0268 2.7352 -1.4866
H41 1.0831 0.6350 4.0362
H42 -2.7602 4.5621 -1.4938
H43 1.7144 -1.6085 -4.0208
H44 -1.0877 3.0871 4.5777
H45 -1.4611 -4.9699 2.2455
H46 -0.4543 4.0804 -1.7521

Atomic forces in eV per Å
0.49 1.84 1.26
0.10 -0.10 -0.07
-0.38 0.38 -0.14
0.30 0.31 0.16
-0.99 -1.21 -0.87
0.42 0.23 -0.23
0.37 -1.08 -0.79
0.01 0.04 0.08
-0.07 -0.33 -0.93
-0.06 0.32 0.20
-0.01 0.04 0.09
0.14 -0.21 0.69
-0.06 -0.76 0.61
0.03 0.00 0.01
0.01 0.08 0.08
-0.01 0.14 0.02
-0.27 -0.15 -0.09
0.04 0.02 0.04
0.02 -0.04 0.00
-0.09 0.01 -0.05
0.00 0.00 -0.02
0.02 -0.04 -0.04
-0.05 0.10 -0.01
0.17 0.18 0.09
-0.05 0.06 -0.10
-0.03 0.01 -0.05
0.06 0.03 0.01
-0.03 0.05 -0.02
0.04 -0.05 -0.03
0.10 0.06 -0.05
0.02 0.01 0.01
0.09 0.03 0.05
0.01 -0.07 0.00
-0.05 -0.04 0.11
0.04 -0.06 -0.06
0.00 0.11 -0.11
0.03 0.13 -0.08
0.15 0.18 0.13
-0.03 0.02 0.08
-0.04 -0.08 0.01
-0.10 -0.09 0.03
0.07 0.00 0.06
-0.08 0.11 -0.17
-0.01 0.00 -0.19
-0.03 -0.03 -0.03
0.12 -0.08 0.15
-0.11 -0.13 -0.01
0.00 -0.01 0.12
0.04 0.06 -0.07
0.00 -0.05 0.17
-0.09 -0.04 -0.03
0.21 0.00 -0.17
-0.20 0.13 0.12
-0.08 0.03 -0.05
-0.06 -0.08 0.01
0.03 -0.01 0.02
0.03 0.02 0.01
0.07 -0.05 0.06
0.03 -0.02 -0.07
-0.07 0.09 0.05
0.03 -0.09 -0.09
0.03 0.01 0.02
0.00 0.03 -0.04
0.02 -0.04 -0.07
0.04 0.00 -0.04
-0.05 0.03 0.06
-0.02 0.07 -0.04
0.01 0.03 -0.05
-0.08 0.04 -0.05
-0.04 0.07 -0.04
-0.06 -0.07 0.03
0.05 -0.12 0.02
0.05 0.04 -0.08
-0.02 -0.01 0.04
-0.05 -0.07 -0.03
0.06 0.03 -0.07
0.06 0.04 -0.02
0.03 -0.01 0.04
0.04 -0.04 0.05
0.01 -0.04 0.03
-0.03 -0.02 -0.08
0.08 -0.03 0.07
-0.01 -0.01 0.01
0.00 0.04 0.02
0.00 0.03 0.05
-0.04 0.03 -0.02
-0.07 0.07 0.06
0.02 -0.03 0.04
-0.06 0.03 0.01
0.05 0.02 -0.01
-0.02 -0.08 0.09
-0.07 0.00 0.02
0.01 0.04 0.03
0.02 0.06 0.01
-0.03 0.06 0.04
-0.07 -0.13 -0.05
-0.03 -0.04 0.05
-0.01 -0.06 0.05
-0.05 0.06 -0.03

As for the total charge: -2. As for the HOMO energy: -1.0 eV. The energy relative to the best compared isomer or geometry (same formula, charge and spin) comes out at 92.9 kJ/mol.


2.
A structure of composition C44H45AuClN5O4P2Se2Si2, computed with ωB97M-V/def2-TZVPD.

Atoms and positions in Å:
Au1 0.8245 1.4838 -0.0545
Se1 1.7897 -0.5985 1.4537
Se2 -4.4950 -2.6941 -2.8884
Cl1 1.1477 7.1296 1.2867
P1 -3.2164 -2.8950 -1.2244
P2 -0.1852 -1.4755 1.3771
Si1 1.1826 3.0917 -2.7724
Si2 3.4609 0.8283 -2.1190
O1 -2.9775 5.1686 1.9839
O2 -0.8199 1.3284 1.2922
O3 -2.6190 2.6388 1.5036
O4 -1.7000 6.9633 2.1716
N1 -0.7832 -0.1130 -2.1923
N2 -0.2170 -0.2309 -1.0063
N3 1.4383 4.5305 0.7746
N4 0.7725 3.3555 0.8183
N5 -1.7870 -0.9238 -2.2913
C1 -1.4182 2.4545 1.3680
C2 0.5287 2.1096 -4.1989
C3 -0.9205 -4.4396 -1.5559
C4 2.8281 4.5752 0.4339
C5 5.5249 4.6055 -0.1704
C6 1.2702 -3.9025 1.3478
C7 -4.2176 -2.8448 0.2792
C8 -2.5199 -0.2561 5.1375
C9 -3.2113 -0.8173 4.0762
C10 -0.6394 5.0031 1.4220
C11 5.0244 3.6711 0.7254
C12 -2.5384 -1.2113 2.9278
C13 2.1919 2.0894 -1.4882
C14 -1.1027 -4.0756 1.6610
C15 4.4636 0.0827 -0.7353
C16 0.6036 5.5370 1.1173
C17 3.3131 5.5155 -0.4616
C18 -0.9202 -6.8425 -1.6145
C19 -5.1953 -3.7989 2.2614
C20 -1.1594 -1.0635 2.8500
C21 -1.8218 5.7994 1.8948
C22 -0.8902 -1.1482 -0.2748
C23 -2.2871 -4.4438 -1.2933
C24 -5.8174 -1.5825 1.5605
C25 -4.3280 -3.8988 1.1796
C26 -0.4653 -0.4927 3.9169
C27 -5.9417 -2.6464 2.4474
C28 4.6891 1.7977 -3.1533
C29 -4.9666 -1.6825 0.4738
C30 -1.9218 -1.5915 -1.1211
C31 -0.4713 3.6271 1.2032
C32 3.6735 3.6547 1.0330
C33 -0.2408 -5.6381 -1.7162
C34 4.6672 5.5250 -0.7586
C35 0.0290 -3.2880 1.4627
C36 -0.9993 -5.4529 1.7516
C37 -0.2610 3.9704 -1.9509
C38 -2.9749 -5.6552 -1.2297
C39 -2.2891 -6.8502 -1.3755
C40 1.3749 -5.2839 1.4460
C41 2.3436 4.4236 -3.3944
C42 2.6835 -0.5042 -3.1578
C43 -1.1443 -0.0966 5.0569
C44 0.2440 -6.0600 1.6511
H1 -4.0498 -5.6588 -1.0970
H2 0.6044 -0.3529 3.8516
H3 -6.6263 -2.5766 3.2836
H4 1.3212 1.8217 -4.8943
H5 0.3294 -7.1359 1.7333
H6 5.1282 2.6266 -2.5914
H7 -4.8814 -0.8660 -0.2332
H8 -4.2852 -0.9286 4.1218
H9 -1.8894 -6.0538 1.8909
H10 1.7443 -0.8531 -2.7231
H11 -2.8262 -7.7882 -1.3188
H12 2.3469 -5.7532 1.3664
H13 -0.9933 3.2676 -1.5427
H14 -0.3878 -7.7768 -1.7391
H15 2.1553 -3.3054 1.1778
H16 5.0506 6.2573 -1.4562
H17 2.7839 4.9959 -2.5731
H18 0.0212 1.2084 -3.8606
H19 -0.1940 2.7173 -4.7496
H20 4.8693 0.8568 -0.0784
H21 5.4976 1.1319 -3.4649
H22 -5.2879 -4.6249 2.9549
H23 2.6454 6.2151 -0.9437
H24 5.6867 2.9576 1.1969
H25 -0.7760 4.5713 -2.7037
H26 1.7795 5.1134 -4.0274
H27 -2.0742 -3.6156 1.7572
H28 -6.3829 -0.6732 1.7163
H29 2.7423 2.8220 -0.8924
H30 0.0612 4.6385 -1.1474
H31 3.3581 -1.3588 -3.2453
H32 -0.5983 0.3563 5.8739
H33 5.3047 -0.4748 -1.1557
H34 0.8227 -5.6273 -1.9170
H35 -0.3849 -3.5030 -1.6397
H36 2.4653 -0.1419 -4.1634
H37 3.1583 4.0136 -3.9900
H38 3.2730 2.9434 1.7455
H39 -3.7427 -4.7980 1.0420
H40 -3.0548 0.0697 6.0202
H41 -2.9088 4.1957 1.7700
H42 6.5793 4.6165 -0.4114
H43 3.8806 -0.6035 -0.1292
H44 -3.1052 -1.5963 2.0941
H45 4.2339 2.2085 -4.0552

Atomic forces in eV per Å
-0.38 -0.76 -0.61
0.08 -0.41 0.30
0.16 0.01 0.19
0.04 -0.09 -0.07
0.02 0.20 -0.53
0.74 -0.80 -0.12
0.09 0.02 0.14
-0.03 0.07 0.06
0.13 0.04 0.01
-0.53 0.17 0.17
-0.05 0.14 0.32
0.08 0.03 -0.05
0.25 0.39 -0.27
0.22 0.79 0.09
0.12 -0.10 -0.47
-0.12 0.67 0.33
-0.02 -0.03 0.14
0.26 -0.22 -0.47
0.10 -0.14 -0.20
0.00 -0.07 0.03
0.17 0.27 0.30
-0.10 0.04 -0.06
0.07 -0.01 -0.10
0.12 0.03 0.17
-0.01 0.00 0.00
0.00 0.00 -0.07
0.00 -0.13 -0.08
-0.05 -0.04 0.03
0.01 0.00 0.02
-0.22 -0.28 -0.25
0.10 0.02 0.16
0.08 0.02 0.12
0.09 0.04 0.49
-0.05 0.03 0.18
-0.03 0.01 -0.02
0.02 -0.02 -0.04
-0.07 0.46 -0.13
-0.16 -0.04 0.04
-0.28 0.06 0.46
0.04 -0.04 0.03
0.00 0.01 -0.01
-0.17 0.05 0.01
-0.03 -0.14 0.08
-0.01 0.02 0.02
-0.05 0.13 -0.11
-0.02 -0.05 0.04
-0.01 -0.37 0.14
-0.29 0.24 0.49
0.11 0.07 0.36
-0.01 0.01 0.00
0.09 0.00 0.09
-0.22 0.03 0.00
0.04 -0.01 0.01
-0.03 -0.02 0.00
0.04 0.00 -0.05
0.01 0.01 0.01
-0.04 0.03 0.02
0.04 0.16 -0.02
-0.14 -0.08 0.00
-0.02 -0.03 -0.02
-0.01 0.03 0.02
-0.01 0.00 -0.02
-0.01 0.03 -0.03
0.02 0.02 0.01
-0.01 0.03 0.00
0.00 0.00 -0.02
0.00 -0.02 0.00
-0.02 0.00 -0.01
-0.03 -0.01 0.00
0.01 0.00 0.03
0.05 -0.02 -0.02
0.00 0.00 -0.01
0.01 0.01 -0.01
-0.01 0.04 -0.08
0.00 -0.01 0.01
0.00 0.04 0.04
-0.01 -0.02 -0.03
-0.13 -0.20 -0.40
-0.02 0.00 0.01
0.03 0.03 -0.02
0.01 -0.01 -0.01
0.01 -0.01 0.02
0.00 0.00 0.00
-0.01 0.03 0.12
-0.01 -0.01 -0.01
0.01 0.03 -0.01
0.01 0.03 -0.03
0.04 0.06 0.07
-0.03 -0.01 -0.01
0.10 -0.21 -0.40
-0.14 0.00 -0.31
0.02 0.00 -0.01
0.01 -0.02 0.01
0.01 0.04 -0.03
0.00 0.00 -0.01
0.01 -0.03 0.00
-0.02 -0.02 0.00
0.00 0.03 -0.02
0.01 -0.03 -0.04
-0.06 0.00 -0.01
0.00 -0.01 0.00
-0.03 -0.06 -0.03
0.00 0.01 0.01
-0.01 -0.09 0.03
0.01 0.00 -0.03
0.04 -0.04 -0.03

As for the HOMO energy (spin up / spin down): -7.5 / -7.5 eV. The energy relative to the best compared isomer or geometry (same formula, charge and spin) comes out at 150.9 kJ/mol.